P.
Formula: C3H7I3Si
Source: OMol25
Level of theory: wB97M-V/def2-TZVPD

XYZ file:
```
14
C3H7I3Si wB97M-V/def2-TZVPD
H -1.34267 -2.02951 -0.02878
I 2.28655 -2.72578 -0.63096
Si -0.53345 -0.66242 0.03595
H 0.00091 0.77624 -2.15028
H -1.12357 -0.34729 -2.27269
C 1.26501 -1.07739 0.40069
I 2.57552 0.15733 1.21249
C -0.79912 0.32738 -1.58074
H -2.06830 0.66638 1.84454
H -0.69591 -0.03927 2.37446
H -1.64704 0.99989 -1.40506
H -0.71616 1.36309 1.27059
C -1.10986 0.40602 1.46995
I 3.90809 2.18534 -0.54016
```

Values from the calculation:
- total charge = 0
- HOMO-LUMO gap (spin up / spin down) (eV) = 7.0466 / 6.5529

Q.
Formula: C3H7I3Si
Source: OMol25
Level of theory: wB97M-V/def2-TZVPD

XYZ file:
```
14
C3H7I3Si wB97M-V/def2-TZVPD
I 4.81468 1.92088 -0.53388
H -1.62534 -0.17839 1.59908
H -0.72254 -1.74047 2.17673
H 1.49300 1.14529 -0.88335
C 1.77940 -1.64673 0.47451
H -0.00256 0.80673 -1.79760
I 2.34693 -3.48246 -0.42999
H -0.89963 -1.59529 -0.77535
C -0.65490 -0.70687 1.77351
Si 0.14673 -0.79757 0.01231
H -0.18147 1.82701 -0.40633
C 0.38937 1.03234 -0.84254
H -0.21837 -0.23582 2.63632
I 3.27740 -0.22679 1.00689
```

Values from the calculation:
- total charge = 0
- HOMO-LUMO gap (spin up / spin down) (eV) = 7.3016 / 6.1555

The calculated energies rank the structures as follows, beginning with the most stable: P, Q.

P.
Formula: C5H14NOS
Source: OMol25
Level of theory: wB97M-V/def2-TZVPD

XYZ file:
```
22
C5H14NOS wB97M-V/def2-TZVPD
H -1.04850 -0.10128 4.57015
N 0.12082 -0.48473 2.34858
H 0.83306 0.14879 2.68972
H 0.92160 -1.51777 -3.36083
H 1.83551 0.63967 0.44970
H -1.34953 0.90964 1.67092
H -1.95433 -0.63838 2.26151
C 0.04838 0.80533 -0.76290
H -0.03768 1.79009 -0.30854
H 1.58786 -0.63798 -0.77573
C -1.45171 0.63076 3.86890
O 0.15175 -2.03981 -3.65158
H -0.91547 0.31877 -0.64634
S 0.48281 1.05726 -2.52914
H -2.53425 0.69556 4.06132
C 1.10152 -0.03479 -0.00225
H -0.29998 -1.57279 0.58985
H -0.98564 1.56908 4.19142
C -1.20508 0.14832 2.43658
H -0.52846 -1.35281 -3.51499
C 0.51970 -0.98643 1.03740
H 1.21029 -1.81164 1.23416
```

Values from the calculation:
- multiplicity = 2
- total charge = -2
- ⟨S²⟩ = 0.75
- HOMO-LUMO gap (spin up / spin down) (eV) = 2.0083 / 6.3680

Q.
Formula: C5H14NOS
Source: OMol25
Level of theory: wB97M-V/def2-TZVPD

XYZ file:
```
22
C5H14NOS wB97M-V/def2-TZVPD
H -1.36075 0.10613 -0.97268
H 1.72035 0.00766 -1.69345
H 1.75294 0.92367 0.44608
C -0.47307 0.50158 -1.43185
H 0.05096 -1.38476 0.36795
H -1.68111 -1.74618 -2.81471
C 1.03056 -0.97422 0.07218
H -0.13957 1.42546 -0.95109
H 0.83043 -1.24743 -2.05024
H -0.49859 1.65381 3.24055
C 0.75236 -0.38810 -1.34012
H -2.66968 -1.26589 -1.80048
C -0.47526 1.24069 2.18333
C 0.83135 0.38153 2.20621
O -2.29618 -2.08015 -2.13148
H 1.49647 1.10833 2.68057
H -0.32399 2.08083 1.47459
H 1.73534 -1.79478 -0.08445
S -0.86545 0.91653 -3.18650
H 0.59226 -0.50420 2.78881
H -1.50504 0.94435 2.04645
N 1.49569 0.09513 0.95033
```

Values from the calculation:
- multiplicity = 2
- total charge = -2
- ⟨S²⟩ = 0.75
- HOMO-LUMO gap (spin up / spin down) (eV) = 2.0038 / 6.0647

The calculated energies rank the structures as follows, beginning with the most stable: P, Q.

P.
Formula: CH3N3O2
Source: OMol25
Level of theory: wB97M-V/def2-TZVPD

XYZ file:
```
9
CH3N3O2 wB97M-V/def2-TZVPD
H -0.23160 -2.04811 0.58889
N 1.88855 0.28746 -0.05736
O 1.28587 -0.96165 -0.11747
O -0.96396 -0.54447 -0.53911
N -1.28663 0.82370 -0.43272
N -0.02470 -1.03998 0.41041
C 2.23779 1.39074 0.05685
H -2.21956 0.82321 -0.02397
H -0.68574 1.26909 0.11447
```

Values from the calculation:
- total charge = 0
- HOMO-LUMO gap (eV) = 10.8533

Q.
Formula: CH3N3O2
Source: OMol25
Level of theory: wB97M-V/def2-TZVPD

XYZ file:
```
9
CH3N3O2 wB97M-V/def2-TZVPD
N 0.06975 0.39996 0.65545
C -1.35163 -1.03705 -0.27595
H -1.76443 -0.96578 0.74016
O -1.84571 -1.59032 -1.20248
N 1.08466 1.24711 0.57097
H 1.45261 1.58618 1.44284
H 1.71313 1.09909 -0.21814
N -0.02523 -0.41578 -0.33762
O 0.66685 -0.32341 -1.37524
```

Values from the calculation:
- total charge = 0
- HOMO-LUMO gap (spin up / spin down) (eV) = 9.0788 / 9.0765

The calculated energies rank the structures as follows, beginning with the most stable: Q, P.

P.
Formula: H37O18
Source: OMol25
Level of theory: wB97M-V/def2-TZVPD

XYZ file:
```
55
H37O18 wB97M-V/def2-TZVPD
H -2.36136 -1.21201 3.78767
H 0.65559 2.08788 2.27787
O 0.42335 1.83688 3.25855
H -1.59895 -0.70650 1.45993
O 1.66737 -1.10078 1.53726
H 1.27596 0.66226 -0.71468
H 1.05899 -0.58467 2.23877
O 0.38619 -1.14484 4.23261
O -3.20046 -1.38923 0.44462
H 2.53742 -0.36311 -0.65709
H 1.55643 -2.13955 1.67434
H -1.02626 4.29835 -2.78964
H 0.50559 4.60286 -2.88260
O -2.67950 -0.54632 4.34545
H -3.35185 -2.28812 0.46971
H -5.22845 -0.21828 -2.02515
H 0.32405 5.45176 -0.77624
H 5.71961 0.32045 -0.34156
H 0.90405 2.44917 -0.55824
H 2.91914 -1.29608 -5.45838
H -3.87238 -0.84713 0.77870
O 2.86203 -2.19787 -5.63963
H -1.45948 0.73565 -1.22990
O 1.42899 1.90729 -0.03201
O 3.40606 -2.30046 -0.53747
O 1.52331 -0.35911 -0.67916
O 1.05117 -3.79638 1.62658
H -1.49850 1.37581 -2.58607
H -1.77101 -0.14729 4.38982
O 4.72153 0.55477 -0.44079
H 2.88014 -3.02616 -0.83092
H 2.26332 2.43750 0.08861
H 0.98885 -3.81242 2.57709
H -5.57086 2.09832 -0.35993
O -0.99154 -0.87370 2.17388
H -1.20467 -3.46405 -4.71580
H 4.47631 0.23948 0.43805
O -0.37974 5.04650 -2.43990
O -5.47626 -0.56253 -1.18099
O -4.81855 2.13421 -0.61000
H 1.18250 5.30324 0.56828
O 1.13110 5.29754 -0.34630
H 0.42570 -4.44507 1.23724
H 1.05758 -1.68868 4.19989
O -0.97966 1.22363 -1.85454
H 0.05906 -4.30454 -4.59630
H -4.45886 2.92250 -0.69513
H -0.51121 1.98659 3.59957
O -0.38389 -3.47784 -4.32879
H 4.08940 -2.33624 -1.19026
H 1.63193 -0.63685 0.63545
H -0.59019 -0.06428 2.57279
H 0.11356 -0.74323 5.10419
H -5.02739 -0.21183 -0.44815
H 3.21478 -2.68748 -4.77129
```

Values from the calculation:
- total charge = +1
- HOMO-LUMO gap (eV) = 10.3842

Q.
Formula: H37O18
Source: OMol25
Level of theory: wB97M-V/def2-TZVPD

XYZ file:
```
55
H37O18 wB97M-V/def2-TZVPD
O 1.23008 -2.41851 -5.09575
H -2.65927 -1.47881 5.70797
H -0.22436 -5.41149 -2.43480
H -0.64276 4.74417 -2.92504
H 0.73445 4.89113 -3.12985
H 0.00456 6.17668 1.76501
H 4.62870 -3.17408 -0.46692
O -1.41019 3.24245 3.28003
O 3.40111 1.08454 -2.86886
H 1.28776 5.64612 1.12273
H -2.76159 -0.02604 5.96506
O 0.41321 -3.60298 3.68868
H -0.45379 0.37105 -2.08936
H 3.56448 -0.25195 5.39888
O -0.55367 1.84769 1.02662
H -1.69982 -0.49177 -2.52487
O 3.77700 -2.78910 -0.18709
H -2.14379 -0.61303 0.81050
H -4.46722 -1.84565 -0.84031
H 2.84965 1.81931 -3.20460
H 2.46338 -1.31025 4.99578
H -2.16229 3.81582 3.30276
O 0.28556 2.39735 -2.12689
O 1.75630 -2.32828 1.84670
H -0.58483 -4.91867 -0.95402
H 0.71065 -2.71979 -5.85873
O 0.39121 -0.51197 0.85974
H -2.71480 0.79553 0.23627
H -3.05384 -1.67542 -0.96734
H -3.30730 1.66878 -4.02048
H -0.64950 2.79378 1.22770
H -3.54809 0.50792 -4.89119
H -0.79733 1.81376 0.10119
H 1.21744 -3.10331 1.66472
H 1.25774 2.55250 -2.04120
O -0.05332 5.45263 -3.12815
O -2.07628 -0.70719 5.95560
H -0.17678 -4.36013 3.47980
H 3.25910 -2.79483 -1.00365
H 0.09299 0.25288 1.44759
O -0.98189 0.06175 -2.81946
O 3.26760 -0.86761 4.74927
O -3.54039 0.73504 -3.96270
H 4.36773 1.39184 -2.87839
H -1.13798 2.82376 4.08081
O -3.65973 -2.41908 -1.01349
H 1.04589 -0.11324 0.15353
O 0.33454 5.55920 1.11658
O 0.02729 -5.43497 -1.52554
H 2.51000 -2.45584 1.18185
H 1.06523 -1.29975 1.28544
H 0.55933 -1.76879 -4.77719
H -0.12612 2.47396 -2.97384
O -2.02097 0.13144 0.19077
H 1.10490 -4.15853 4.06816
```

Values from the calculation:
- total charge = +1
- HOMO-LUMO gap (eV) = 10.4187

The calculated energies rank the structures as follows, beginning with the most stable: Q, P.

P.
Formula: C5H8ClNO2S
Source: OMol25
Level of theory: wB97M-V/def2-TZVPD

XYZ file:
```
18
C5H8ClNO2S wB97M-V/def2-TZVPD
H 0.99191 -0.58174 0.45059
Cl 0.77163 0.92219 -2.90752
N -2.53858 0.83114 -1.16394
H -0.99187 -1.59949 -0.99184
C 0.95461 -0.61413 -0.70551
H 0.53266 -2.61093 -0.78504
H -1.02167 2.47000 0.63705
H 0.14644 -1.54392 -2.24404
C -0.31164 2.98246 0.04608
H 1.98891 -0.84227 -0.88919
H 0.02878 3.72246 0.83891
C 0.08221 -1.77555 -1.18004
C 0.61343 0.70751 -1.18522
S 1.26275 2.03837 -0.10224
O 2.33936 2.80033 -0.68395
O 1.50158 1.40361 1.14658
C -1.43464 0.85650 -1.02440
H -0.73677 3.43687 -0.90736
```

Values from the calculation:
- total charge = 0
- HOMO-LUMO gap (eV) = 10.4474

Q.
Formula: C5H8ClNO2S
Source: OMol25
Level of theory: wB97M-V/def2-TZVPD

XYZ file:
```
18
C5H8ClNO2S wB97M-V/def2-TZVPD
C 3.19347 0.00075 0.80197
O -2.15743 -0.40419 -2.46497
Cl -1.18371 1.19285 2.13595
H 3.74956 0.16711 1.72402
C 2.14076 1.00910 0.73480
H 2.81090 -1.02154 0.77497
H -2.80347 -0.98837 0.35989
H -0.61943 1.84087 -1.40455
C -1.09956 1.24829 -0.62707
H 3.88105 0.15563 -0.02384
C -1.92849 -1.48301 -0.03883
C -0.31281 1.19218 0.60891
H -1.16178 -1.60913 0.71218
O 0.09961 -0.92429 -1.63924
H -2.11497 1.58927 -0.45490
S -1.23133 -0.45281 -1.36798
N 0.93398 0.92221 0.64866
H -2.19635 -2.43492 -0.47998
```

Values from the calculation:
- total charge = 0
- HOMO-LUMO gap (eV) = 8.1434

The calculated energies rank the structures as follows, beginning with the most stable: Q, P.

P.
Formula: C3H7ClS2Si
Source: OMol25
Level of theory: wB97M-V/def2-TZVPD

XYZ file:
```
14
C3H7ClS2Si wB97M-V/def2-TZVPD
H 1.86842 0.72421 -0.99884
H 0.08478 -1.32550 3.25576
H 0.98432 0.99276 -2.55171
H -0.71570 2.32650 -1.45107
H -0.72998 -2.38313 2.30716
S 0.49866 -0.93476 -1.26986
H 0.85979 2.65405 -0.73683
Si 0.34633 -0.61330 0.77796
C 0.87911 0.78441 -1.51182
C 0.04154 1.86227 -0.81044
Cl 3.18224 -0.00074 0.79976
S -0.46655 1.35798 0.85895
C 0.17606 -1.80580 2.30469
H 1.01732 -2.54307 2.16334
```

Values from the calculation:
- total charge = 0
- HOMO-LUMO gap (eV) = 8.7918

Q.
Formula: C3H7ClS2Si
Source: OMol25
Level of theory: wB97M-V/def2-TZVPD

XYZ file:
```
14
C3H7ClS2Si wB97M-V/def2-TZVPD
H -1.00284 -2.71267 -0.79878
H -0.36646 3.10821 -0.22440
C 0.37939 2.29646 -0.13179
H 0.67682 2.13448 2.00599
S 0.09463 1.16487 -1.58682
S 0.34757 -0.09193 1.53234
H 1.31131 2.73180 -0.03945
H 0.51726 -2.88263 0.15682
H 0.90929 -2.83203 -1.69640
C 0.08337 1.68864 1.25203
Cl -2.72343 -3.26722 -0.62631
H -0.89297 1.76433 1.52691
C 0.29446 -2.42251 -0.80062
Si 0.37159 -0.67980 -0.56952
```

Values from the calculation:
- total charge = 0
- HOMO-LUMO gap (eV) = 7.0866

The calculated energies rank the structures as follows, beginning with the most stable: P, Q.